No. 1
12
Properties=species:S:1:pos:R:3:forces:R:3:lowdin_charge:R:1 method="wB97M-V/def2-TZVPD" homo_lumo_gap_ev="6.87 / 6.57" smiles="N#CSC1=C(Cl)N(Cl)CS1" largest_force_ev_per_a=6.25 energy_ha=-1979.7442
N 4.1910 -3.4360 -1.5848 3.9 -2.0 1.9 0.130
C 3.3177 -2.8936 -2.0202 -3.7 1.5 -2.0 -0.671
S 1.8720 -2.4582 -2.7903 -0.2 1.3 1.0 0.926
C 1.3041 -1.3751 -1.4695 2.2 2.8 0.4 -0.826
C 2.0828 -0.1788 -0.7334 -3.0 -5.0 -2.3 -0.859
Cl 3.6994 0.1131 -1.0575 0.3 0.2 0.3 0.758
N 1.3474 0.1951 0.3050 -0.5 1.5 0.0 -0.392
Cl 1.6424 -0.7949 2.0327 0.2 -0.1 -0.4 0.342
C -0.0537 0.0288 0.0453 0.4 -1.1 1.3 -0.480
S -0.3431 -1.3747 -1.1236 0.5 -1.4 0.5 0.942
H -0.5164 -0.1149 1.0378 -0.4 0.1 -1.0 0.071
H -0.5283 0.6816 -0.6372 0.1 2.1 0.2 0.059



No. 2
10
Properties=species:S:1:pos:R:3:forces:R:3:lowdin_charge:R:1 method="wB97M-V/def2-TZVPD" homo_lumo_gap_ev=9.91 largest_force_ev_per_a=4.31 relative_energy_kj_mol=244.6 energy_ha=-615.4625
C -0.7555 0.5210 -0.5178 -0.8 1.3 -1.4 -0.064
C 0.2869 1.2425 -0.0980 0.2 -1.2 0.7 -0.127
C -0.0272 -0.7869 -0.4539 1.1 -0.3 0.5 -0.205
C 1.0521 0.0472 0.2769 0.4 -1.6 3.8 -0.744
Cl 2.8044 -0.0543 -0.0379 -0.7 0.0 -0.2 0.538
H -1.7200 0.8794 -0.9488 0.8 -0.7 0.5 0.118
H 0.6393 2.2178 -0.0082 -0.2 1.7 0.1 0.085
H -0.3279 -1.5683 0.2005 -0.9 -0.8 0.2 0.079
H 0.3601 -1.2052 -1.3742 -0.2 0.1 -0.4 0.107
H 0.9237 -0.4322 1.8471 0.3 1.6 -4.0 0.213



No. 3
10
Properties=species:S:1:pos:R:3:forces:R:3:lowdin_spin:R:1 method="wB97M-V/def2-TZVPD" s2=0.759 spin_multiplicity=2 homo_lumo_gap_ev="5.37 / 9.16" largest_force_ev_per_a=1.95 total_charge=+1 relative_energy_kj_mol=144.3 energy_ha=-1876.7389
O -0.5978 -0.5135 0.6717 -1.2 0.0 1.1 0.226
C -0.2846 0.3607 -0.3866 0.1 1.9 -0.3 0.060
C 1.1964 0.4966 -0.5584 0.1 -0.6 -0.7 0.012
O 1.9692 -0.2947 -0.0454 -0.3 0.2 0.1 0.012
H -0.6879 1.3617 -0.1409 0.2 -0.2 -0.2 0.021
H -0.7038 0.1874 -1.3962 0.0 -0.6 0.4 0.010
H 1.5522 1.2520 -1.2844 0.0 0.0 0.4 0.001
Li 0.9720 -1.6536 0.9493 0.1 0.4 0.0 0.089
Cu -2.5559 -1.6035 0.4601 0.7 0.5 0.2 0.281
H -0.8599 0.4068 1.7309 0.2 -1.6 -1.2 0.288



No. 4
16
Properties=species:S:1:pos:R:3:forces:R:3:lowdin_charge:R:1 method="wB97M-V/def2-TZVPD" homo_lumo_gap_ev=9.47 largest_force_ev_per_a=2.01 relative_energy_kj_mol=561.1 energy_ha=-288.5683
C 2.6381 0.7938 1.9720 0.2 0.1 0.2 -0.113
C 1.7117 0.1887 1.0195 -0.8 -0.5 -0.8 -0.080
C 0.9493 -0.3150 0.2226 0.7 0.6 0.8 -0.038
C -0.0106 -0.8937 -0.7211 -0.2 0.1 -0.3 -0.186
C -1.4459 -0.4447 -0.4862 -0.5 -0.4 -0.7 -0.310
C -2.2298 0.7828 -1.5437 1.2 0.2 1.6 -0.062
N -2.3556 -0.6530 -1.5959 -0.1 -0.5 0.4 -0.101
H 2.7336 1.8735 1.8182 -0.1 -0.2 -0.1 0.077
H 3.6401 0.3632 1.8812 -0.2 0.0 -0.1 0.077
H 2.3132 0.6428 3.0065 0.0 0.0 -0.2 0.077
H 0.0081 -1.9936 -0.6580 0.0 0.3 0.1 0.125
H 0.2562 -0.6428 -1.7546 0.0 0.0 0.2 0.121
H -1.8608 -0.7505 0.4836 0.1 0.5 -0.3 0.146
H -1.3241 1.0622 -2.1081 -0.2 -0.1 0.0 0.042
H -1.7488 0.8929 -0.3018 -0.4 0.0 -0.7 0.133
H -3.2747 -0.9066 -1.2342 0.2 0.0 -0.2 0.093



No. 5
20
Properties=species:S:1:pos:R:3:forces:R:3:lowdin_charge:R:1 method="wB97M-V/def2-TZVPD" homo_lumo_gap_ev=10.58 smiles=C[C@@H]1C[C@@]1(C)C(O)O largest_force_ev_per_a=2.48 relative_energy_kj_mol=160.2 energy_ha=-386.2591
C 1.7116 0.3657 1.5934 -1.5 -0.4 -0.1 -0.047
C 0.2626 -0.0215 1.1261 2.2 0.4 0.7 -0.258
C 0.0621 -1.3427 0.4365 -0.2 0.0 -0.1 -0.039
C -0.0214 -0.0520 -0.3261 -2.4 0.2 -0.5 -0.385
C 0.9765 0.3343 -1.3854 -0.2 0.0 0.2 -0.021
C -1.5030 0.3951 -0.7348 1.7 0.3 0.0 -0.404
O -2.5433 0.0561 0.1387 0.0 -0.4 0.2 0.011
O -1.7973 -0.2046 -1.9608 -0.2 -0.2 -0.1 0.008
H 1.8385 0.0447 2.6258 0.1 0.0 0.1 0.068
H 2.4729 -0.1198 0.9908 0.0 0.0 -0.1 0.065
H 1.8475 1.4441 1.5350 0.1 0.1 0.0 0.072
H -0.4836 0.3405 1.8260 -0.2 -0.1 -0.1 0.122
H 0.9277 -1.9699 0.2844 0.2 0.0 0.0 0.109
H -0.8544 -1.8906 0.6005 -0.1 0.0 0.0 0.106
H 0.5884 0.0426 -2.3585 0.1 0.0 -0.1 0.082
H 1.9275 -0.1659 -1.2289 0.1 0.0 0.0 0.078
H 1.1358 1.4120 -1.3839 0.1 0.1 -0.1 0.088
H -1.4942 1.5000 -0.8628 0.1 -0.3 0.1 0.154
H -2.3071 0.2093 1.0584 0.1 0.1 0.0 0.087
H -2.7469 -0.3775 -1.9743 0.1 0.1 0.0 0.104



No. 6
29
Properties=species:S:1:pos:R:3:forces:R:3:lowdin_charge:R:1 method="wB97M-V/def2-TZVPD" homo_lumo_gap_ev=8.13 smiles="CNC[C@@H]1CC=[NH+][C@H]1CCN" largest_force_ev_per_a=0.94 total_charge=+1 relative_energy_kj_mol=19.7 energy_ha=-479.6199
C -1.2470 2.9649 -1.3765 0.1 -0.2 0.2 -0.103
N -0.6811 1.6097 -1.5165 -0.5 0.1 -0.4 -0.114
C -1.6369 0.5552 -1.1690 0.3 -0.1 0.0 -0.186
C -0.9888 -0.6365 -0.4338 -0.5 0.4 0.0 -0.224
C -1.9986 -1.3355 0.5033 0.1 -0.6 -0.2 -0.074
C -1.1183 -1.9233 1.5437 -0.2 0.0 -0.3 0.039
N 0.0252 -1.3587 1.5415 -0.1 -0.4 0.1 0.154
C 0.1011 -0.2372 0.5675 -0.2 0.9 -0.1 -0.222
C 1.5091 0.1691 0.1452 0.3 -0.6 0.2 -0.113
C 2.5603 -0.9544 0.1663 0.1 0.0 -0.3 -0.278
N 3.6506 -0.6301 1.0745 -0.2 0.1 0.0 0.006
H -1.0602 3.3424 -0.3728 0.0 0.1 0.1 0.077
H -0.7697 3.6339 -2.0860 0.1 0.0 0.0 0.084
H -2.3244 2.9932 -1.5526 -0.1 0.0 -0.1 0.079
H -0.4659 1.5068 -2.4989 0.2 -0.1 0.0 0.109
H -2.4316 0.9772 -0.5538 0.1 0.1 0.2 0.115
H -2.1256 0.1562 -2.0611 -0.2 0.0 0.0 0.131
H -0.6380 -1.3470 -1.1827 0.3 -0.1 0.1 0.158
H -2.6941 -0.6446 0.9902 0.0 0.2 0.0 0.148
H -2.6071 -2.1103 0.0394 -0.1 0.0 0.0 0.140
H -1.3944 -2.7312 2.2073 0.2 0.0 0.2 0.162
H 0.7932 -1.6642 2.1255 0.1 0.2 0.2 0.181
H -0.3305 0.6155 1.1068 0.1 0.0 0.1 0.167
H 1.8403 0.9580 0.8197 0.1 0.1 0.0 0.119
H 1.4400 0.6303 -0.8309 -0.1 0.0 -0.1 0.105
H 2.0985 -1.9277 0.3835 -0.1 0.0 0.0 0.096
H 2.9725 -1.0633 -0.8365 0.0 -0.1 0.0 0.112
H 4.1683 -1.4418 1.3724 0.2 0.0 0.0 0.073
H 3.3530 -0.1066 1.8843 0.0 0.0 0.1 0.060



No. 7
19
Properties=species:S:1:pos:R:3:forces:R:3:lowdin_charge:R:1 method="wB97M-V/def2-TZVPD" homo_lumo_gap_ev=11.91 smiles=CCC.CC largest_force_ev_per_a=2.83 relative_energy_kj_mol=81.7 energy_ha=-198.8580
C -0.7158 -2.1711 -0.2326 0.2 -1.9 -1.4 -0.134
C -1.2374 -1.0603 0.6585 -0.8 -2.3 1.3 -0.343
C -1.8793 0.0967 -0.0130 -0.5 0.9 -1.0 -0.139
H -0.6322 -1.9330 -1.3063 -0.2 0.3 0.4 0.072
H -1.2553 -3.1479 -0.2189 -0.8 1.0 0.0 0.073
H 0.2241 -2.6560 -0.0138 1.0 0.8 0.6 0.053
H -2.0007 -1.5700 1.3010 0.1 0.5 -0.5 0.111
H -0.5431 -0.8051 1.4507 0.6 0.5 -0.3 0.084
H -1.2676 0.5954 -0.7771 0.4 0.0 0.5 0.064
H -2.7749 -0.1551 -0.6127 0.2 -0.2 0.7 0.083
H -2.1459 0.8087 0.7670 -0.2 0.3 -0.3 0.073
C 1.8523 1.3843 -0.8824 -0.8 -0.6 0.9 -0.171
C 1.6130 1.6423 0.6405 1.1 -0.6 -1.2 -0.153
H 1.9224 0.2960 -1.0453 0.6 0.4 0.0 0.062
H 1.0519 1.6827 -1.5577 0.0 0.5 0.1 0.047
H 2.7755 1.9385 -1.0578 -0.1 -0.4 -0.7 0.060
H 1.5878 2.7250 0.7659 -0.5 -0.2 0.5 0.060
H 2.5868 1.2879 0.9997 -0.3 0.2 0.8 0.059
H 0.8386 1.0410 1.1340 0.0 0.6 -0.3 0.042